# 1
DFT (the ωB97M-V functional and the def2-TZVPD basis) results for a cluster of 2 separate species, C5H13NO in total in a non-equilibrium geometry.

Last column: natural (NBO) charge in e.
Atoms and positions in Å:
O (4.4464, 2.6333, 1.8502)  -0.931
N (0.4765, -0.9999, 1.3102)  -0.848
C (-1.7956, -0.9006, -1.7214)  -0.164
C (-1.1199, -1.4122, -0.4512)  -0.453
C (-0.9104, 0.9393, 0.5343)  -0.629
C (-0.2021, -0.3644, 0.1968)  -0.043
C (-1.1267, -0.4200, -2.7590)  -0.406
H (-1.1127, 1.5868, -0.3196)  0.222
H (4.3143, 1.7300, 2.1164)  0.465
H (0.9310, -0.3843, 1.9563)  0.364
H (-1.8811, -1.8618, 0.1920)  0.202
H (-1.9168, 0.7916, 0.9469)  0.202
H (-0.3299, 1.4687, 1.2916)  0.207
H (-0.1364, -1.6910, 1.7397)  0.361
H (-2.8609, -1.1041, -1.7921)  0.196
H (-0.5628, -2.3154, -0.7366)  0.223
H (-0.0450, -0.5275, -2.6877)  0.183
H (4.8082, 3.0437, 2.6331)  0.466
H (0.5223, -0.1784, -0.6060)  0.178
H (-1.4985, -0.0337, -3.6940)  0.206

## Properties
HOMO-LUMO gap: 9.9 eV
Total energy: -8932.324 eV
SMILES string: C=CC[C@@H](C)N.O
Energy relative to the best compared isomer or geometry (same formula, charge and spin): 1.687 eV
Net charge: 0

---

# 2
DFT (the ωB97M-V functional and the def2-TZVPD basis) results for an isolated molecule of C5H13NO in a non-equilibrium geometry.

Last column: natural (NBO) charge in e.
Atoms and positions in Å:
O (0.5844, 2.1776, -1.9038)  -0.727
N (0.4736, -1.2267, -0.5599)  -0.636
C (-1.0896, 0.5251, 1.7619)  -0.621
C (0.7872, -1.9834, 0.6516)  -0.407
C (-0.9823, 0.6765, 0.2487)  -0.428
C (0.4335, 0.7528, -1.8567)  -0.059
C (0.3295, 0.2251, -0.4194)  -0.063
H (-1.1155, 1.7217, -0.0435)  0.221
H (-0.3538, -1.6599, -0.9506)  0.352
H (1.6488, -1.5339, 1.1473)  0.191
H (-0.0466, -2.0183, 1.3682)  0.163
H (-1.7876, -0.2422, 2.0014)  0.209
H (-1.3501, 1.4499, 2.2556)  0.215
H (1.3143, 0.2883, -2.2890)  0.178
H (-0.1842, 0.0955, 2.2099)  0.205
H (1.1491, 0.6405, 0.1645)  0.180
H (1.4045, 2.4149, -1.4662)  0.461
H (-1.7706, 0.1681, -0.3063)  0.191
H (-0.4763, 0.5407, -2.4108)  0.176
H (1.0318, -3.0124, 0.3972)  0.199

## Properties
HOMO-LUMO gap: 9.7 eV
Total energy: -8932.720 eV
SMILES string: CC[C@H](CO)NC
Energy relative to the best compared isomer or geometry (same formula, charge and spin): 1.291 eV
Net charge: 0

---

# 3
DFT (the ωB97M-V functional and the def2-TZVPD basis) results for an isolated molecule of C5H13NO.

Last column: natural (NBO) charge in e.
Atoms and positions in Å:
O (1.7083, 2.0135, 2.2848)  -0.724
N (-0.6123, -1.3288, -1.3278)  -0.658
C (-0.0560, -0.0070, -1.3553)  -0.200
C (-2.0401, -1.5126, -1.1820)  -0.413
C (0.6075, 0.1549, 1.0893)  -0.441
C (1.9001, 0.9127, 1.3858)  -0.056
C (-0.2328, 0.7363, -0.0288)  -0.412
H (-2.2675, -2.2206, -0.3817)  0.188
H (-0.1670, -2.0049, -1.9213)  0.371
H (-2.5390, -0.5814, -0.9337)  0.193
H (2.6489, 0.2302, 1.8119)  0.159
H (-1.2942, 0.7646, 0.2143)  0.200
H (-2.5143, -1.8748, -2.1027)  0.181
H (0.9680, 1.7927, 2.8556)  0.459
H (0.0248, 1.7872, -0.2141)  0.210
H (-0.4542, 0.6460, -2.1473)  0.160
H (0.8675, -0.8874, 0.8983)  0.223
H (1.0238, -0.1025, -1.4947)  0.192
H (2.3519, 1.3804, 0.5036)  0.173
H (0.0768, 0.1016, 2.0458)  0.195

## Properties
HOMO-LUMO gap: 9.5 eV
Total energy: -8932.648 eV
SMILES string: CNCCCCO
Energy relative to the best compared isomer or geometry (same formula, charge and spin): 1.362 eV
Net charge: 0

---

# 4
DFT (the ωB97M-V functional and the def2-TZVPD basis) results for an isolated molecule of C5H13NO in a non-equilibrium geometry.

Last column: natural (NBO) charge in e.
Atoms and positions in Å:
O (-0.4216, 0.9389, -2.2635)  -0.726
N (0.1269, 0.5930, 1.8365)  -0.629
C (-0.6497, -0.4558, 1.1900)  -0.237
C (1.4740, 0.1345, 2.1823)  -0.412
C (0.0291, 0.1059, -1.1573)  0.091
C (-1.1213, 0.0069, -0.1577)  -0.427
C (0.4250, -1.2725, -1.6400)  -0.648
H (2.0432, -0.0666, 1.2697)  0.188
H (-0.3009, 0.7743, 2.7384)  0.355
H (1.4859, -1.4661, -1.5552)  0.218
H (-1.5807, 0.9491, 0.1067)  0.204
H (-0.0917, -1.4074, 1.1739)  0.181
H (2.0200, 0.8371, 2.8031)  0.202
H (-1.5101, -0.8168, 1.7693)  0.195
H (0.8452, 0.6517, -0.7132)  0.168
H (-0.9169, 1.6405, -1.8169)  0.462
H (-1.8234, -0.6110, -0.6945)  0.208
H (1.5028, -0.8330, 2.7015)  0.163
H (0.1413, -1.3555, -2.6951)  0.236
H (-0.1962, -2.0335, -1.2110)  0.208

## Properties
HOMO-LUMO gap: 10.3 eV
Total energy: -8932.535 eV
SMILES string: CNCC[C@@H](C)O
Energy relative to the best compared isomer or geometry (same formula, charge and spin): 1.476 eV
Net charge: 0

---

# 5
DFT (the ωB97M-V functional and the def2-TZVPD basis) results for a cluster of 2 separate species, C5H13NO in total.

Last column: natural (NBO) charge in e.
Atoms and positions in Å:
O (-0.4327, -1.4983, -0.8962)  -0.752
N (0.2835, -0.2287, 1.7463)  -0.417
C (1.6421, 0.2515, 1.5767)  -0.249
C (-1.4765, -0.5634, -1.1231)  -0.061
C (1.9249, 0.5908, 0.1191)  -0.614
C (-1.5489, -0.2859, -2.6060)  -0.625
C (-0.4707, 0.4331, 2.5066)  -0.045
H (-1.8019, -1.2013, -3.1503)  0.209
H (1.9281, -0.2863, -0.5230)  0.228
H (-2.2836, 0.4810, -2.8448)  0.205
H (-0.0683, 1.2566, 3.1093)  0.144
H (1.8574, 1.1278, 2.1986)  0.165
H (-1.5221, 0.1829, 2.5774)  0.179
H (2.3327, -0.5426, 1.8897)  0.202
H (-1.2901, 0.3602, -0.5658)  0.155
H (-0.5677, -0.0078, -2.9990)  0.209
H (-2.4196, -1.0170, -0.7966)  0.154
H (2.8958, 1.0752, 0.0370)  0.212
H (-0.1611, -1.4049, 0.0257)  0.494
H (1.1786, 1.2772, -0.2815)  0.206

## Properties
HOMO-LUMO gap: 10.8 eV
Total energy: -8932.495 eV
SMILES string: C=NCC.CCO
Energy relative to the best compared isomer or geometry (same formula, charge and spin): 1.516 eV
Net charge: 0

---

# 6
DFT (the ωB97M-V functional and the def2-TZVPD basis) results for a cluster of 2 separate species, C5H13NO in total in a non-equilibrium geometry.

Last column: natural (NBO) charge in e.
Atoms and positions in Å:
O (-1.0584, 2.6745, -0.4801)  -0.610
N (-1.2543, 1.5698, -2.4220)  -0.834
C (-0.5348, 1.9688, -1.3215)  0.674
C (0.2206, -0.8352, 1.7171)  -0.402
C (-1.1310, -1.2504, 1.1205)  -0.604
C (0.8677, 1.4302, -1.2215)  -0.717
C (1.3271, -1.7935, 1.3164)  -0.613
H (1.1977, -2.1962, 0.3097)  0.197
H (0.1974, -0.6811, 2.7922)  0.203
H (1.4143, 2.1118, -0.5843)  0.245
H (-1.2234, -1.1032, 0.0528)  0.202
H (-1.3200, -2.2790, 1.3865)  0.197
H (-0.8253, 1.1192, -3.2074)  0.386
H (1.3270, 1.3932, -2.2095)  0.215
H (-2.1522, 1.9956, -2.5761)  0.401
H (-1.9296, -0.6803, 1.6097)  0.212
H (0.4067, 0.1666, 1.3091)  0.196
H (0.8139, 0.4053, -0.8625)  0.239
H (1.3205, -2.6407, 1.9695)  0.205
H (2.3362, -1.3752, 1.3013)  0.208

## Properties
HOMO-LUMO gap: 10.7 eV
Total energy: -8933.880 eV
SMILES string: CC(N)=O.CCC
Energy relative to the best compared isomer or geometry (same formula, charge and spin): 0.131 eV
Net charge: 0

---

# 7
DFT (the ωB97M-V functional and the def2-TZVPD basis) results for an isolated molecule of C5H13NO in a non-equilibrium geometry.

Last column: natural (NBO) charge in e.
Atoms and positions in Å:
O (1.0632, -2.1747, 0.5520)  -0.729
N (-0.5850, -0.4475, 1.0077)  -0.645
C (-0.5523, 0.7881, -1.1333)  -0.425
C (-0.0387, 0.6890, 0.2926)  -0.050
C (0.4611, 0.9186, -2.3139)  -0.613
C (-0.2736, 2.0352, 1.0143)  -0.616
C (-0.3001, -1.7834, 0.5690)  0.079
H (-0.6057, -1.8953, -0.4722)  0.167
H (-0.9873, -2.3778, 1.1813)  0.166
H (0.2129, 2.0018, 1.9840)  0.211
H (1.4902, 0.7935, -1.9355)  0.207
H (0.4044, 1.8564, -2.8600)  0.204
H (1.3311, -2.3940, 1.4693)  0.463
H (-1.0330, -0.1602, -1.3569)  0.211
H (-0.4082, -0.3518, 2.0058)  0.355
H (1.0616, 0.5194, 0.3782)  0.168
H (-1.3229, 2.2730, 0.8247)  0.216
H (0.4893, 0.0940, -3.0353)  0.210
H (-1.2069, 1.6340, -1.3314)  0.208
H (0.1577, 2.8702, 0.4464)  0.214

## Properties
HOMO-LUMO gap: 9.7 eV
Total energy: -8932.367 eV
SMILES string: CC[C@@H](C)NCO
Energy relative to the best compared isomer or geometry (same formula, charge and spin): 1.644 eV
Net charge: 0

---

# 8
DFT (the ωB97M-V functional and the def2-TZVPD basis) results for a cluster of 2 separate species, C5H13NO in total in a non-equilibrium geometry.

Last column: natural (NBO) charge in e.
Atoms and positions in Å:
O (-0.2797, 3.1945, -5.9468)  -0.932
N (-1.4798, 0.4666, 0.3697)  -0.828
C (-0.2221, -0.2008, 0.0119)  0.173
C (0.5534, -0.5715, 2.4103)  -0.438
C (0.6096, -0.7177, 0.9057)  -0.243
C (0.0288, -0.1201, -1.4672)  -0.663
C (0.4323, -1.9475, 3.0579)  -0.606
H (-0.9393, -0.1757, -1.9627)  0.224
H (-0.4171, -2.5073, 2.6630)  0.203
H (0.6273, -0.9792, -1.7925)  0.218
H (0.2407, -2.0015, 4.1330)  0.212
H (1.4687, -0.1328, 2.8167)  0.212
H (0.2202, 3.9966, -6.0021)  0.465
H (1.3570, -1.4372, 0.5852)  0.200
H (-0.2219, 0.1060, 2.7779)  0.197
H (1.2705, -2.5928, 2.7768)  0.204
H (-0.9607, 3.3941, -5.2910)  0.467
H (-1.6811, 0.1250, 1.3066)  0.352
H (0.6212, 0.6684, -1.9352)  0.226
H (-1.2279, 1.4328, 0.5826)  0.356

## Properties
HOMO-LUMO gap: 9.6 eV
Total energy: -8932.425 eV
SMILES string: CC/C=C(/C)N.O
Energy relative to the best compared isomer or geometry (same formula, charge and spin): 1.586 eV
Net charge: 0

---

Copy entry 4 word for word.
DFT (the ωB97M-V functional and the def2-TZVPD basis) results for an isolated molecule of C5H13NO in a non-equilibrium geometry.

Last column: natural (NBO) charge in e.
Atoms and positions in Å:
O (-0.4216, 0.9389, -2.2635)  -0.726
N (0.1269, 0.5930, 1.8365)  -0.629
C (-0.6497, -0.4558, 1.1900)  -0.237
C (1.4740, 0.1345, 2.1823)  -0.412
C (0.0291, 0.1059, -1.1573)  0.091
C (-1.1213, 0.0069, -0.1577)  -0.427
C (0.4250, -1.2725, -1.6400)  -0.648
H (2.0432, -0.0666, 1.2697)  0.188
H (-0.3009, 0.7743, 2.7384)  0.355
H (1.4859, -1.4661, -1.5552)  0.218
H (-1.5807, 0.9491, 0.1067)  0.204
H (-0.0917, -1.4074, 1.1739)  0.181
H (2.0200, 0.8371, 2.8031)  0.202
H (-1.5101, -0.8168, 1.7693)  0.195
H (0.8452, 0.6517, -0.7132)  0.168
H (-0.9169, 1.6405, -1.8169)  0.462
H (-1.8234, -0.6110, -0.6945)  0.208
H (1.5028, -0.8330, 2.7015)  0.163
H (0.1413, -1.3555, -2.6951)  0.236
H (-0.1962, -2.0335, -1.2110)  0.208

## Properties
HOMO-LUMO gap: 10.3 eV
Total energy: -8932.535 eV
SMILES string: CNCC[C@@H](C)O
Energy relative to the best compared isomer or geometry (same formula, charge and spin): 1.476 eV
Net charge: 0

---

Number 7 is which compound?
C5H13NO